Entry 1:
DFT (ωB97M-V/def2-TZVPD) results for the molecule CH3Br2IOSi.

Each line ends with the natural charge from an NBO analysis.
Geometry (Å):
C (0.073, -0.904, -1.130)  -0.254
O (0.560, -0.606, 0.147)  -0.923
Si (0.100, 0.721, 0.997)  1.352
Br (1.034, 0.282, 2.924)  -0.241
Br (-2.634, 0.731, 1.167)  -0.410
I (0.802, 2.879, 0.092)  -0.111
H (-0.743, -0.294, -1.464)  0.196
H (-0.252, -1.912, -1.051)  0.194
H (1.059, -0.898, -1.682)  0.196

Atoms 1-3, force components in eV/Å:
C 2.393 -0.817 -0.762
O -0.842 1.993 2.130
Si -1.519 -0.715 0.052

HOMO energy ... -10.104 eV
SMILES ... CO[Si](Br)(Br)I
ΔE to the lowest compared entry with this formula, charge and spin ... 90.3 kJ/mol
Gap between HOMO and LUMO ... 8.76 eV
Charge ... 0

***

Entry 2:
DFT (ωB97M-V/def2-TZVPD) results for a structure of composition C2H2FInO2.

Each line ends with the Löwdin charge.
Geometry (Å):
F (-2.964, 1.041, 0.441)  0.155
C (-2.810, -0.221, 0.480)  -0.236
C (-2.774, -1.427, 0.435)  0.104
H (-2.854, -2.496, 0.514)  0.046
O (0.158, 0.367, -0.139)  -0.308
O (0.567, -0.925, -0.705)  -0.200
H (-0.066, -1.551, -0.277)  0.114
In (1.962, 0.113, 0.441)  1.325

Atoms 1-3, force components in eV/Å:
F 0.248 -0.001 0.070
C -0.269 -1.322 -0.270
C 0.129 0.798 0.258

Spin multiplicity ... 2
HOMO energy (alpha / beta) ... -13.811 / -13.804 eV
ΔE to the lowest compared entry with this formula, charge and spin ... 331.9 kJ/mol
Expectation value of S² ... 0.757
Gap between HOMO and LUMO (alpha / beta) ... 8.39 / 4.65 eV
Charge ... +1

***

Entry 3:
DFT (ωB97M-V/def2-TZVPD) results for the ion C3H3N2OS with charge -1.

Each line ends with the natural charge from an NBO analysis.
Geometry (Å):
C (0.317, -0.927, -1.398)  -0.157
C (-1.032, 0.559, -0.388)  0.087
C (0.753, -0.355, 0.633)  0.398
N (-0.661, -0.043, -1.513)  -0.475
N (-0.343, 0.345, 0.748)  -0.530
O (1.448, -0.854, 1.713)  -0.710
S (-1.010, 1.045, 2.156)  -0.459
H (1.337, -1.047, -1.864)  0.182
H (-1.918, 1.099, -0.322)  0.184
H (1.069, -0.249, 2.402)  0.479

Atoms 1-3, force components in eV/Å:
C 1.137 0.658 3.232
C 0.038 -1.143 -3.533
C 0.600 -2.550 -3.131

HOMO energy ... -3.075 eV
ΔE to the lowest compared entry with this formula, charge and spin ... 301.2 kJ/mol
Gap between HOMO and LUMO ... 6.87 eV
Charge ... -1

***

Entry 4:
DFT (ωB97M-V/def2-TZVPD) results for the ion C4H5N2O2S with charge +1.

Each line ends with the natural charge from an NBO analysis.
Geometry (Å):
C (1.526, -1.446, -0.315)  0.151
N (2.104, -0.298, -0.241)  -0.456
C (1.587, 1.066, -0.155)  0.262
N (0.501, 1.421, 0.321)  -0.354
C (-0.706, 1.044, 0.719)  -0.067
C (-1.417, 0.009, 0.198)  -0.468
S (-3.083, -0.231, 0.181)  2.062
O (-3.636, -1.489, 0.561)  -0.774
O (-3.601, 0.478, -0.926)  -0.789
H (2.106, -2.368, -0.347)  0.238
H (0.446, -1.660, -0.525)  0.268
H (3.057, -0.205, -0.432)  0.440
H (2.378, 1.886, -0.517)  0.234
H (-1.263, 1.793, 1.475)  0.253

Atoms 1-3, force components in eV/Å:
C -0.795 -0.665 -0.857
N -2.126 0.089 -0.470
C 0.685 1.662 -0.319

HOMO energy ... -13.758 eV
SMILES ... C=[NH+]/C=N\C=C=S(=O)=O
ΔE to the lowest compared entry with this formula, charge and spin ... 477.7 kJ/mol
Gap between HOMO and LUMO ... 7.38 eV
Charge ... +1

***

Entry 5:
DFT (ωB97M-V/def2-TZVPD) results for a structure of composition C34H32MnN10O3SSeSi.

Each line ends with the natural charge from an NBO analysis.
Geometry (Å):
Mn (0.010, 0.134, 0.082)  1.299
Se (-6.791, -0.936, -3.318)  1.118
N (-6.073, -1.475, -1.817)  -0.614
C (-4.879, -0.930, -1.671)  0.091
C (-3.983, -1.184, -0.576)  -0.075
C (-4.283, -2.029, 0.497)  -0.079
C (-3.298, -2.267, 1.433)  -0.214
C (-2.041, -1.687, 1.279)  0.078
N (-1.744, -0.847, 0.293)  -0.490
C (-2.710, -0.579, -0.618)  0.229
C (-2.347, 0.338, -1.666)  0.229
N (-1.120, 0.904, -1.560)  -0.478
C (-0.724, 1.688, -2.562)  0.081
C (-1.512, 1.973, -3.672)  -0.217
C (-2.776, 1.429, -3.773)  -0.073
C (-3.215, 0.586, -2.749)  -0.099
C (-4.492, -0.071, -2.750)  0.159
N (-5.397, 0.041, -3.705)  -0.631
H (-5.265, -2.469, 0.562)  0.264
H (-3.484, -2.908, 2.280)  0.255
H (-1.242, -1.899, 1.977)  0.237
H (0.268, 2.114, -2.496)  0.218
H (-1.111, 2.614, -4.441)  0.254
H (-3.425, 1.628, -4.611)  0.264
N (3.671, 2.077, -0.392)  -0.287
C (2.489, 2.104, 0.224)  0.267
N (1.709, 1.173, -0.304)  -0.540
C (2.514, 0.564, -1.235)  0.298
N (3.700, 1.117, -1.305)  -0.186
C (2.033, -0.606, -1.928)  0.146
C (2.807, -1.330, -2.847)  0.082
N (2.367, -2.453, -3.358)  -0.313
C (1.179, -2.887, -2.985)  0.036
C (0.379, -2.156, -2.107)  0.037
N (0.803, -1.014, -1.585)  -0.430
H (4.496, 2.638, -0.221)  0.454
H (2.216, 2.782, 1.011)  0.246
H (3.790, -0.987, -3.137)  0.236
H (0.850, -3.833, -3.390)  0.229
H (-0.605, -2.502, -1.820)  0.210
C (3.015, -5.181, 5.921)  -0.641
C (2.856, -4.269, 4.753)  0.041
C (1.808, -4.430, 3.848)  -0.217
C (1.657, -3.554, 2.785)  -0.132
C (2.552, -2.515, 2.630)  -0.379
C (3.612, -2.342, 3.501)  -0.157
C (3.759, -3.223, 4.556)  -0.202
S (2.363, -1.437, 1.241)  2.401
O (2.571, -2.181, 0.023)  -0.955
O (3.177, -0.253, 1.400)  -0.976
O (0.877, -0.999, 1.239)  -0.950
H (2.281, -5.982, 5.907)  0.226
H (2.902, -4.612, 6.844)  0.237
H (4.012, -5.616, 5.933)  0.240
H (1.106, -5.242, 3.971)  0.225
H (0.858, -3.660, 2.067)  0.210
H (4.301, -1.529, 3.345)  0.245
H (4.583, -3.101, 5.243)  0.232
C (-1.978, 0.235, 3.983)  -1.119
Si (-0.421, 1.095, 3.241)  1.720
C (-0.145, 2.853, 3.951)  -1.114
C (1.061, 0.082, 3.857)  -1.115
N (-0.636, 1.343, 1.454)  -0.768
C (-1.340, 2.469, 1.106)  0.178
C (-0.901, 3.297, 0.050)  -0.206
C (-1.604, 4.422, -0.324)  -0.200
C (-2.749, 4.801, 0.363)  -0.135
C (-3.181, 4.021, 1.428)  -0.187
C (-2.502, 2.878, 1.791)  -0.203
H (-2.408, 0.863, 4.761)  0.261
H (-1.690, -0.695, 4.467)  0.253
H (-2.764, 0.006, 3.269)  0.230
H (-0.723, 2.957, 4.864)  0.260
H (-0.428, 3.666, 3.291)  0.238
H (0.898, 2.994, 4.225)  0.251
H (1.247, 0.375, 4.885)  0.260
H (1.966, 0.255, 3.288)  0.255
H (0.868, -0.985, 3.857)  0.245
H (0.045, 3.075, -0.420)  0.208
H (-1.240, 5.017, -1.147)  0.234
H (-3.271, 5.704, 0.088)  0.242
H (-4.065, 4.303, 1.979)  0.242
H (-2.873, 2.283, 2.608)  0.233

Atoms 1-3, force components in eV/Å:
Mn 0.340 0.240 -1.401
Se 0.186 0.028 0.177
N 0.335 -0.493 1.170

Spin multiplicity ... 4
HOMO energy (alpha / beta) ... -13.571 / -13.573 eV
Expectation value of S² ... 3.800
Gap between HOMO and LUMO (alpha / beta) ... 7.35 / 5.98 eV
Charge ... +2

***

Entry 6:
DFT (ωB97M-V/def2-TZVPD) results for a cluster of 2 separate species, C4H8O3 in total.

Each line ends with the natural charge from an NBO analysis.
Geometry (Å):
C (-1.084, 1.132, -1.179)  -0.726
C (-1.002, 0.549, 0.198)  0.593
O (-1.895, 0.660, 1.009)  -0.539
C (0.340, 0.000, 0.637)  -0.200
O (1.205, -0.341, -0.453)  -0.510
C (2.425, -0.773, -0.079)  0.648
O (2.784, -0.986, 1.049)  -0.568
H (-1.454, 0.360, -1.861)  0.249
H (-0.098, 1.446, -1.527)  0.233
H (-1.784, 1.969, -1.149)  0.243
H (0.734, 0.907, 1.103)  0.219
H (0.305, -0.804, 1.375)  0.241
H (3.062, -0.896, -0.966)  0.128
H (-1.931, -1.387, 1.182)  0.032
H (-1.551, -1.976, 0.940)  -0.043

Atoms 1-3, force components in eV/Å:
C -0.055 0.041 -0.069
C -0.052 0.287 0.138
O 0.370 0.061 -0.324

HOMO energy ... -10.214 eV
SMILES ... CC(=O)COC=O.[H][H]
ΔE to the lowest compared entry with this formula, charge and spin ... 216.9 kJ/mol
Gap between HOMO and LUMO ... 10.92 eV
Charge ... 0

***

Entry 7:
DFT (ωB97M-V/def2-TZVPD) results for a cluster of 14 separate species, C28H89N5O14 in total.

Each line ends with the Löwdin charge.
Geometry (Å):
C (-5.448, 7.587, -3.177)  -0.088
C (-6.718, 6.795, -2.926)  -0.329
O (-7.235, 6.454, -4.196)  -0.091
H (-4.940, 7.675, -2.217)  0.066
H (-5.669, 8.639, -3.356)  0.072
H (-4.727, 7.192, -3.893)  0.078
H (-7.473, 7.437, -2.473)  0.107
H (-6.635, 5.893, -2.320)  0.107
H (-8.121, 6.112, -4.060)  0.078
C (-1.535, 9.123, 2.232)  -0.067
C (-1.321, 10.033, 3.515)  -0.314
O (-2.491, 9.933, 4.266)  -0.098
H (-2.411, 9.498, 1.703)  0.066
H (-1.693, 8.093, 2.551)  0.066
H (-0.673, 9.164, 1.565)  0.060
H (-1.270, 11.096, 3.280)  0.104
H (-0.495, 9.746, 4.166)  0.101
H (-2.811, 10.808, 4.499)  0.081
C (10.024, 1.763, 3.633)  -0.088
C (10.030, 3.087, 2.886)  -0.346
O (10.901, 2.929, 1.797)  -0.078
H (11.039, 1.426, 3.841)  0.080
H (9.453, 1.031, 3.060)  0.071
H (9.427, 1.865, 4.539)  0.069
H (10.446, 3.828, 3.568)  0.101
H (9.053, 3.472, 2.594)  0.107
H (11.077, 3.752, 1.334)  0.084
C (-5.758, -1.020, -4.837)  -0.097
C (-6.664, -0.809, -3.614)  -0.275
O (-5.990, -1.504, -2.532)  -0.115
H (-6.150, -0.574, -5.751)  0.066
H (-5.612, -2.075, -5.068)  0.070
H (-4.745, -0.638, -4.719)  0.068
H (-7.681, -1.194, -3.692)  0.109
H (-6.690, 0.239, -3.317)  0.102
H (-5.243, -0.967, -2.259)  0.072
O (-7.126, -2.170, 2.168)  -0.053
H (-7.136, -2.287, 1.218)  0.026
H (-6.274, -1.774, 2.353)  0.021
O (7.727, 2.437, -3.728)  -0.053
H (7.034, 3.072, -3.546)  0.016
H (7.306, 1.585, -3.619)  0.027
O (-0.462, 0.752, 5.809)  -0.054
H (-0.321, -0.107, 6.207)  0.029
H (0.104, 1.343, 6.306)  0.029
O (4.529, 4.782, -2.910)  -0.049
H (4.032, 5.546, -3.201)  0.032
H (3.956, 4.349, -2.278)  0.024
O (-3.900, -0.018, 3.815)  -0.052
H (-3.012, 0.040, 4.166)  0.017
H (-4.367, 0.713, 4.220)  0.032
C (-0.713, 2.782, -0.106)  -0.072
C (-0.199, 1.377, -0.453)  -0.395
C (1.114, 0.968, 0.317)  -0.191
O (2.146, 1.939, 0.080)  -0.205
C (3.462, 1.523, 0.546)  -0.091
N (-1.266, 0.400, -0.098)  0.031
H (-0.927, 2.897, 0.957)  0.075
H (-1.605, 3.078, -0.658)  0.075
H (0.029, 3.559, -0.294)  0.068
H (-0.003, 1.364, -1.525)  0.129
H (1.453, 0.035, -0.132)  0.113
H (0.985, 0.824, 1.390)  0.124
H (3.621, 1.740, 1.602)  0.079
H (4.274, 2.094, 0.096)  0.074
H (3.702, 0.483, 0.324)  0.081
H (-1.601, 0.632, 0.826)  0.058
H (-0.829, -0.494, 0.075)  0.054
C (3.303, -4.516, 1.874)  -0.082
C (2.537, -5.695, 1.489)  -0.485
C (1.400, -5.354, 0.433)  -0.172
O (0.399, -4.440, 0.898)  -0.195
C (-0.350, -4.857, 2.053)  -0.108
N (3.481, -6.642, 0.959)  0.035
H (4.051, -4.770, 2.624)  0.082
H (2.579, -3.815, 2.291)  0.082
H (3.867, -4.086, 1.046)  0.093
H (1.997, -6.124, 2.333)  0.126
H (0.942, -6.257, 0.031)  0.112
H (1.813, -4.933, -0.484)  0.121
H (-1.320, -4.364, 1.975)  0.081
H (0.096, -4.438, 2.955)  0.078
H (-0.583, -5.910, 2.209)  0.088
H (4.269, -6.686, 1.590)  0.070
H (3.003, -7.531, 0.999)  0.074
C (3.117, 5.355, 5.441)  -0.075
C (3.617, 4.486, 6.563)  -0.445
C (4.891, 5.133, 7.218)  -0.222
O (5.314, 4.410, 8.316)  -0.215
C (6.276, 5.040, 9.160)  -0.084
N (2.581, 4.360, 7.521)  0.032
H (2.353, 4.973, 4.764)  0.076
H (3.870, 5.710, 4.737)  0.078
H (2.580, 6.205, 5.863)  0.077
H (3.905, 3.494, 6.214)  0.138
H (4.653, 6.115, 7.626)  0.122
H (5.729, 5.171, 6.522)  0.125
H (6.586, 4.327, 9.924)  0.089
H (5.842, 5.954, 9.565)  0.088
H (7.189, 5.237, 8.598)  0.084
H (2.988, 4.150, 8.421)  0.066
H (2.315, 5.286, 7.824)  0.070
C (-6.276, -7.627, -2.654)  -0.076
C (-4.906, -7.848, -2.001)  -0.400
C (-4.250, -9.254, -2.453)  -0.199
O (-5.031, -10.375, -2.178)  -0.215
C (-4.688, -11.598, -2.853)  -0.077
N (-4.145, -6.723, -2.522)  0.008
H (-6.728, -6.661, -2.429)  0.070
H (-6.981, -8.388, -2.321)  0.072
H (-6.180, -7.672, -3.739)  0.083
H (-4.889, -7.755, -0.915)  0.128
H (-3.278, -9.286, -1.962)  0.112
H (-4.097, -9.293, -3.532)  0.113
H (-4.744, -11.344, -3.912)  0.081
H (-5.459, -12.335, -2.627)  0.088
H (-3.676, -11.907, -2.589)  0.085
H (-3.384, -6.616, -1.867)  0.063
H (-4.681, -5.879, -2.379)  0.064
C (-1.285, -4.144, -8.234)  -0.066
C (-0.164, -4.252, -7.203)  -0.442
C (0.172, -3.000, -6.425)  -0.189
O (0.462, -1.854, -7.265)  -0.178
C (0.722, -0.713, -6.528)  -0.154
N (-0.613, -5.334, -6.329)  0.030
H (-2.247, -3.787, -7.868)  0.078
H (-1.464, -5.127, -8.671)  0.075
H (-0.932, -3.453, -9.000)  0.072
H (0.772, -4.527, -7.688)  0.141
H (1.137, -3.270, -5.996)  0.120
H (-0.532, -2.722, -5.641)  0.127
H (1.245, -0.850, -5.581)  0.084
H (-0.189, -0.177, -6.263)  0.081
H (1.262, 0.012, -7.137)  0.087
H (0.112, -5.530, -5.653)  0.063
H (-1.340, -5.050, -5.688)  0.071

Atoms 1-3, force components in eV/Å:
C 0.225 0.452 1.593
C -0.308 0.446 -0.827
O -0.305 -0.429 -0.678

HOMO energy ... -9.326 eV
ΔE to the lowest compared entry with this formula, charge and spin ... 409.3 kJ/mol
Gap between HOMO and LUMO ... 9.41 eV
Charge ... 0

***

Entry 8:
DFT (ωB97M-V/def2-TZVPD) results for a structure of composition C18H47AgF3N4O9SV.

Each line ends with the Löwdin charge.
Geometry (Å):
O (-4.362, -1.914, 1.482)  -0.423
V (-3.925, -1.436, 0.030)  0.810
Ag (-1.665, 2.322, 0.664)  0.805
C (-7.573, 1.277, 0.505)  -0.584
F (-7.549, 1.250, 1.853)  0.129
F (-7.978, 0.086, 0.005)  0.103
F (-8.432, 2.231, 0.021)  0.106
S (-5.791, 1.517, -0.088)  0.538
O (-5.462, 2.781, 0.530)  -0.329
O (-5.062, 0.325, 0.386)  -0.420
O (-5.665, 1.585, -1.579)  -0.362
C (-1.063, -0.714, 1.585)  -0.279
O (-2.193, -0.315, 0.791)  -0.456
H (-1.133, -1.735, 1.962)  0.053
H (-0.064, -0.639, 1.155)  0.024
H (-0.873, -0.064, 2.439)  0.050
C (0.633, 4.340, 0.802)  -0.073
C (1.264, 3.429, -0.297)  -0.399
C (2.228, 2.325, 0.383)  -0.137
O (3.225, 2.935, 1.230)  -0.203
C (4.188, 3.879, 0.735)  -0.086
N (0.203, 2.809, -1.076)  0.034
H (1.364, 5.103, 1.072)  0.075
H (0.392, 3.862, 1.752)  0.071
H (-0.239, 4.893, 0.454)  0.068
H (1.966, 4.043, -0.861)  0.118
H (2.827, 1.937, -0.440)  0.099
H (1.635, 1.513, 0.803)  0.112
H (3.769, 4.790, 0.308)  0.071
H (4.619, 3.413, -0.151)  0.082
H (4.966, 4.208, 1.424)  0.094
H (-0.273, 3.513, -1.622)  0.085
H (0.575, 2.160, -1.754)  0.028
C (-1.455, -2.832, -3.453)  -0.042
C (-2.488, -2.889, -2.254)  -0.383
C (-1.997, -3.759, -1.057)  -0.169
O (-2.915, -3.681, 0.048)  -0.234
C (-2.485, -4.506, 1.095)  -0.090
N (-2.655, -1.565, -1.773)  -0.024
H (-1.320, -3.755, -4.017)  0.076
H (-0.423, -2.639, -3.162)  0.058
H (-1.751, -2.063, -4.167)  0.077
H (-3.374, -3.353, -2.687)  0.147
H (-0.943, -3.494, -0.973)  0.130
H (-1.978, -4.754, -1.503)  0.129
H (-1.482, -4.140, 1.312)  0.084
H (-2.388, -5.546, 0.784)  0.091
H (-3.098, -4.467, 1.995)  0.102
H (-2.894, -1.001, -2.576)  0.108
H (-1.795, -1.079, -1.562)  0.086
C (3.109, -1.010, 3.164)  -0.075
C (2.533, -1.302, 4.570)  -0.404
C (1.801, -2.717, 4.508)  -0.207
O (1.151, -2.996, 5.723)  -0.201
C (0.542, -4.292, 5.810)  -0.090
N (3.625, -1.203, 5.507)  0.036
H (2.269, -1.042, 2.470)  0.049
H (3.781, -1.773, 2.772)  0.074
H (3.539, -0.055, 2.863)  0.070
H (1.760, -0.561, 4.771)  0.135
H (2.486, -3.526, 4.252)  0.118
H (1.035, -2.712, 3.733)  0.110
H (0.755, -4.614, 6.829)  0.084
H (0.736, -5.055, 5.056)  0.086
H (-0.519, -4.043, 5.795)  0.084
H (4.230, -1.979, 5.278)  0.069
H (3.293, -1.489, 6.417)  0.067
C (2.046, 3.367, -5.764)  -0.036
C (2.494, 2.868, -4.331)  -0.430
C (1.732, 1.593, -4.059)  -0.246
O (1.729, 1.181, -2.681)  -0.241
C (1.193, -0.166, -2.535)  -0.057
N (3.883, 2.525, -4.202)  0.060
H (0.960, 3.453, -5.779)  0.073
H (2.384, 2.742, -6.590)  0.079
H (2.419, 4.391, -5.795)  0.075
H (1.934, 3.486, -3.629)  0.134
H (2.160, 0.853, -4.735)  0.124
H (0.709, 1.551, -4.433)  0.121
H (0.833, -0.244, -1.509)  0.085
H (1.918, -0.954, -2.738)  0.094
H (0.418, -0.331, -3.284)  0.071
H (4.064, 1.696, -4.751)  0.078
H (3.886, 2.172, -3.256)  0.063

Atoms 1-3, force components in eV/Å:
O -0.408 -1.165 -0.220
V 0.337 1.265 2.995
Ag -0.077 -1.330 -0.551

Spin multiplicity ... 3
HOMO energy (alpha / beta) ... -6.171 / -8.484 eV
Expectation value of S² ... 2.028
Gap between HOMO and LUMO (alpha / beta) ... 5.32 / 7.62 eV
Charge ... 0